ORCA calculation (wB97M-V/def2-TZVPD) on a cluster of 7 separate species, C24H55ClO10P2S6 in total at a distorted geometry.

```
98
Properties=species:S:1:pos:R:3:forces:R:3:lowdin_charge:R:1
C 0.120614 -3.883064 5.959087 -0.881 -0.614 -0.501 -0.11
C -0.855603 -3.726335 4.677609 -1.783 0.282 -1.235 -0.20
C -2.338304 -4.158764 4.919752 0.937 1.379 -3.834 -0.05
C -3.365103 -4.040880 3.768002 4.048 1.189 -0.743 -0.07
C -2.878773 -3.497496 2.407990 1.926 -0.215 2.187 -0.04
C -1.396443 -3.041063 2.144296 -1.202 -1.293 2.990 -0.21
C -1.086131 -2.506555 0.671632 -0.934 -0.768 0.303 -0.40
P 0.453468 -1.417306 0.526311 -0.907 0.883 1.770 0.77
C 2.043426 -2.455774 0.504558 -0.550 -1.075 -1.774 -0.42
O 3.136278 -1.572434 0.172464 -0.413 -0.879 2.078 -0.20
C 3.962550 -1.252772 1.310700 0.925 0.947 -0.726 -0.21
O 4.012094 0.209084 1.377322 0.928 -1.320 0.540 -0.14
C 5.241081 0.616160 2.024316 0.136 0.968 0.558 -0.17
C 4.953229 1.863823 3.021878 -0.391 -1.000 0.518 -0.20
O 3.790936 2.588462 2.516757 1.246 0.546 1.114 -0.12
P 0.344912 -0.506305 -1.473807 -0.368 -1.499 -1.666 0.43
O -1.044197 -1.253064 -2.211035 1.098 1.542 1.723 -0.45
Cl -0.174530 1.540594 -1.352335 -0.287 -0.814 0.580 0.15
C -0.361955 -3.150186 3.303310 -3.888 -1.262 0.370 0.00
H 0.249143 -5.014645 6.164821 -0.001 1.802 -0.430 0.08
H 1.143880 -3.403904 5.795241 -1.525 -0.616 0.257 0.07
H -0.402601 -3.475289 6.905999 0.956 -0.379 -1.651 0.08
H -2.686773 -4.575800 5.916549 0.735 0.691 -1.397 0.09
H -4.455105 -4.330712 3.900479 1.687 0.406 -0.158 0.09
H -3.631892 -3.426526 1.539567 1.378 -0.033 1.536 0.10
H -1.989751 -1.844932 0.373493 1.501 -0.888 0.454 0.06
H -1.081644 -3.396494 -0.052627 0.051 1.195 0.992 0.10
H 1.929510 -3.229997 -0.343707 0.576 0.970 1.353 0.10
H 2.150076 -3.012245 1.493505 -0.065 0.836 -1.269 0.08
H 3.586935 -1.653609 2.311444 0.209 0.303 -1.379 0.15
H 5.015115 -1.644775 1.083070 -1.565 0.478 0.504 0.11
H 5.643254 -0.275782 2.610361 -0.120 1.415 -0.669 0.11
H 6.007988 0.990232 1.254074 -1.085 -0.811 0.895 0.13
H 4.679049 1.480695 4.072070 0.462 0.306 -1.454 0.12
H 5.876429 2.537214 3.162513 -1.262 -0.990 -0.557 0.12
H 3.682497 3.337013 3.148552 0.051 -0.729 -0.804 0.08
H -1.816298 -1.027464 -1.643753 0.131 -0.230 -0.372 -0.03
H 0.733023 -2.837816 3.138306 -2.001 -0.512 0.476 0.07
C 9.070376 -2.637815 0.916804 0.055 0.102 0.033 -0.27
S 7.575664 -3.490619 1.462173 0.024 0.067 0.096 0.83
O 6.741864 -2.498936 2.210278 0.407 -0.257 -0.060 -0.57
C 8.394070 -4.538720 2.683135 0.020 0.001 0.114 -0.27
H 8.790548 -1.895574 0.168206 -0.083 -0.102 0.066 0.05
H 9.544358 -2.138111 1.763486 -0.091 -0.046 0.015 0.06
H 9.758623 -3.358277 0.471593 -0.084 -0.012 0.012 0.05
H 8.910149 -3.920347 3.419421 -0.057 0.050 -0.069 0.06
H 9.104720 -5.196762 2.180080 -0.067 0.044 -0.038 0.05
H 7.635858 -5.141769 3.184197 -0.010 0.094 -0.114 0.05
C -5.707357 -0.471702 -1.887897 -0.039 -0.066 0.113 -0.25
S -4.075737 0.291458 -1.775606 -0.407 0.284 -0.333 0.79
O -3.525492 -0.018401 -0.413491 0.167 -0.229 -0.039 -0.57
C -4.666035 1.994060 -1.747217 0.075 -0.082 0.050 -0.27
H -5.583205 -1.555465 -1.882242 0.074 0.095 -0.045 0.05
H -6.318241 -0.172031 -1.034339 0.112 0.051 0.007 0.06
H -6.187417 -0.168199 -2.819643 0.127 -0.028 -0.009 0.06
H -5.340577 2.140185 -0.902094 0.034 -0.059 -0.027 0.06
H -5.181246 2.219429 -2.682240 0.057 -0.086 0.027 0.07
H -3.804760 2.653640 -1.641502 -0.012 -0.196 -0.031 0.01
C 0.369604 0.619443 -4.672415 -0.037 -0.050 -0.074 -0.30
S -0.558482 2.090039 -5.154965 -0.160 -0.147 0.037 0.79
O -1.959987 1.658832 -5.448789 0.416 0.015 -0.048 -0.56
C 0.277487 2.325868 -6.738557 -0.002 -0.014 -0.128 -0.27
H -0.014897 0.267945 -3.713644 -0.041 0.191 -0.473 -0.08
H 0.244038 -0.163468 -5.423095 -0.040 0.080 -0.038 0.05
H 1.426011 0.872675 -4.566476 -0.060 0.045 0.030 0.06
H 0.157943 1.436414 -7.359718 -0.043 -0.002 0.074 0.05
H 1.336752 2.523915 -6.565157 -0.059 -0.001 0.053 0.05
H -0.172256 3.182476 -7.242320 -0.025 -0.059 0.124 0.05
C -3.557994 6.518486 -1.203711 0.014 0.100 -0.066 -0.26
S -4.375580 5.078978 -0.483535 -0.189 0.358 0.193 0.79
O -5.774017 5.045565 -1.013494 0.346 -0.007 0.075 -0.55
C -4.447979 5.726009 1.197505 0.047 0.086 0.037 -0.26
H -3.441081 6.349146 -2.274982 -0.060 -0.087 0.095 0.05
H -4.164512 7.411292 -1.041713 -0.043 -0.096 0.034 0.06
H -2.574199 6.643965 -0.748006 -0.054 -0.075 0.031 0.05
H -4.998237 6.668428 1.213565 -0.033 -0.060 -0.133 0.06
H -3.432672 5.875465 1.570299 0.001 -0.099 0.009 0.02
H -4.960545 4.997495 1.827128 0.045 -0.020 -0.145 0.05
C -2.734991 -2.958963 -4.839018 0.029 -0.148 -0.097 -0.27
S -3.649948 -1.469506 -5.292346 -0.081 0.086 0.007 0.78
O -5.059570 -1.879482 -5.581405 0.346 -0.039 0.016 -0.56
C -2.823130 -1.219740 -6.877231 -0.007 -0.085 -0.175 -0.27
H -3.116032 -3.320665 -3.883103 -0.010 0.123 -0.059 0.05
H -2.875263 -3.728955 -5.600183 -0.070 0.070 -0.008 0.05
H -1.675327 -2.718357 -4.737545 -0.071 0.076 0.060 0.04
H -2.958087 -2.098545 -7.510720 -0.073 -0.039 0.105 0.06
H -1.760864 -1.036899 -6.708407 -0.104 0.058 0.075 0.03
H -3.266001 -0.350283 -7.364031 0.025 -0.021 0.196 0.05
C -1.349991 2.926652 3.314299 -0.067 -0.015 -0.069 -0.26
S -0.652889 4.565187 3.612363 -0.040 -0.040 -0.155 0.82
O -1.516782 5.556489 2.898046 0.174 -0.246 0.018 -0.57
C 0.829813 4.319976 2.611697 0.019 0.049 -0.048 -0.26
H -2.314015 2.864376 3.820778 0.097 0.106 0.005 0.05
H -1.492258 2.770995 2.243243 0.049 0.059 0.024 0.06
H -0.679527 2.166499 3.718873 0.006 0.066 -0.014 0.06
H 0.551110 4.077169 1.584988 -0.041 -0.025 0.069 0.06
H 1.428511 3.513433 3.039018 -0.123 -0.029 -0.042 0.04
H 1.409295 5.244320 2.620896 -0.138 -0.004 0.062 0.05
```
Positions in Å, forces in eV/Å.

As for the total energy: -142356.285 eV. The multiplicity is 1. As for the orbital gap: 8.32 eV. As for the LUMO energy: 0.378 eV.